[1]
# C29H42GeN4O4P2S2Tc

A structure of composition C29H42GeN4O4P2S2Tc (the ωB97M-V functional and the def2-TZVPD basis, the OMol25 dataset).

- Total charge: +3
- E_LUMO (alpha / beta): -10.79 / -10.79 eV
- Maximum force: 0.010 hartree/bohr

Structure (XYZ):
```
85
Properties=species:S:1:pos:R:3:forces:R:3:mulliken_charge:R:1
Tc 0.02180 -1.11016 0.06503 0.107 -0.506 -0.144 -0.8649
C 2.21345 -0.82294 4.97714 0.018 -0.015 0.014 -0.9872
N 1.11264 -0.54349 4.03854 -0.157 -0.386 -0.120 0.7614
C 0.09393 0.39937 4.53350 0.021 0.071 -0.059 -0.8682
P 0.89923 -1.55438 2.80575 0.254 0.017 0.370 -0.6855
O -0.34771 -1.07464 2.02495 -0.125 0.303 -0.414 -1.1185
O 2.12974 -1.42210 1.77228 0.160 -0.009 0.030 0.6584
P 2.92940 -0.71751 0.52840 0.307 0.265 0.270 0.0596
O 1.87277 -0.78093 -0.60157 -0.394 0.098 0.091 -0.8973
N 4.22323 -1.57002 0.16900 -0.148 0.140 0.000 0.4518
C 5.38353 -1.60965 1.07844 0.008 0.004 0.023 -1.1189
C 4.37061 -2.36189 -1.06634 -0.021 -0.023 0.008 -0.8814
N 3.28090 0.77407 1.03721 0.031 -0.323 -0.113 0.5604
C 2.19278 1.64169 1.51138 -0.048 0.050 0.002 -0.4362
C 4.37982 1.52977 0.39831 0.027 -0.004 -0.011 -0.9406
N 0.85734 -3.15419 3.05578 0.082 0.313 0.036 0.5042
C 2.05318 -4.00828 3.15719 0.016 -0.017 -0.064 -0.7993
C -0.28356 -3.62912 3.87033 0.004 0.011 0.023 -0.9464
H 2.71575 0.11391 5.21487 0.013 -0.016 0.007 0.3827
H 2.94421 -1.49650 4.52717 0.000 0.001 0.015 0.2523
H 1.83443 -1.26972 5.89679 0.008 0.006 -0.002 0.3418
H 0.58277 1.34318 4.77327 -0.010 0.004 0.004 0.3139
H -0.37620 0.00361 5.43355 -0.004 0.013 -0.001 0.3320
H -0.66297 0.56933 3.77336 -0.012 0.011 0.024 0.2199
H 5.19162 -1.02007 1.97334 0.012 -0.002 -0.002 0.2932
H 6.26180 -1.20862 0.57277 -0.002 -0.010 0.004 0.4269
H 5.58001 -2.64301 1.36214 0.005 0.005 0.012 0.3894
H 3.46099 -2.31758 -1.65776 0.009 0.002 -0.014 0.2514
H 4.58392 -3.39694 -0.80301 -0.005 -0.003 -0.014 0.2951
H 5.19807 -1.96114 -1.65059 -0.002 -0.013 -0.003 0.3215
H 1.51156 1.09856 2.16504 -0.016 0.003 -0.025 -0.2921
H 1.64667 2.08955 0.67312 0.009 -0.020 0.037 0.2143
H 2.62841 2.44625 2.10202 0.004 -0.005 0.005 0.4954
H 5.13280 0.85468 0.00241 -0.002 0.017 -0.006 0.3668
H 4.83911 2.16484 1.15327 0.010 0.005 -0.009 0.3598
H 3.99184 2.14944 -0.41144 0.014 0.006 0.006 0.3130
H 2.83715 -3.64496 2.49751 0.006 -0.013 0.023 0.1210
H 1.77540 -5.01368 2.84551 0.009 0.000 0.002 0.3730
H 2.42177 -4.04962 4.18338 0.005 -0.008 -0.008 0.3285
H -1.15188 -2.98775 3.72292 -0.012 -0.002 0.013 0.2988
H -0.02542 -3.65663 4.93003 -0.012 -0.007 -0.002 0.3227
H -0.53880 -4.63392 3.53921 -0.018 0.005 0.011 0.4071
C -3.46064 -2.01843 -3.48695 0.003 -0.035 -0.014 -0.7837
O -2.65888 -2.14655 -2.25395 0.015 0.140 0.035 -0.1442
C -1.55186 -2.77766 -2.31800 0.225 -0.257 -0.057 0.4371
S -0.66458 -3.54119 -3.42101 -0.168 0.050 -0.130 -0.0056
S -0.60098 -2.97119 -0.79719 -0.124 0.096 -0.026 -0.0597
H -4.18294 -1.24362 -3.26032 -0.019 -0.009 0.010 0.2187
H -3.94219 -2.97738 -3.66154 0.019 0.002 -0.033 0.3810
H -2.80511 -1.73251 -4.30634 -0.002 0.013 0.002 0.3738
C -0.99099 -0.12100 -0.78625 -0.119 -0.010 0.236 1.9166
Ge -2.06477 1.44305 -1.68223 0.026 0.166 -0.189 1.5671
C -3.82845 1.27922 -0.92669 0.107 0.076 -0.067 0.6689
C -4.27211 0.14044 -0.25767 0.034 -0.096 -0.021 -0.0530
C -5.56907 0.07852 0.22803 -0.046 0.029 -0.002 -0.7920
C -6.43114 1.15215 0.04396 0.015 0.004 -0.010 -0.5806
C -5.99639 2.29120 -0.62003 -0.033 -0.041 0.030 -0.7550
C -4.69783 2.35825 -1.10173 0.060 0.072 0.003 -0.4840
C -1.81102 1.00639 -3.55132 -0.131 0.016 0.221 0.3026
C -2.82776 1.32739 -4.44976 -0.113 -0.008 -0.009 -0.4933
C -2.68777 1.03200 -5.79899 0.041 -0.007 -0.002 -0.7330
C -1.53478 0.40649 -6.25636 -0.013 0.007 0.024 -0.6216
C -0.51685 0.08378 -5.36639 -0.017 -0.004 -0.019 -0.8201
C -0.65527 0.38500 -4.01871 0.183 -0.034 0.037 0.0478
C -0.92614 2.82869 -0.95611 -0.043 -0.123 -0.051 0.2480
C 0.14112 3.32930 -1.70283 0.028 -0.047 -0.069 -0.3551
C 0.94648 4.33026 -1.17776 -0.002 0.012 0.023 -0.8308
C 0.69009 4.82956 0.09404 -0.020 -0.010 0.004 -0.5385
C -0.36827 4.32968 0.84541 0.042 0.039 -0.003 -0.7661
C -1.17477 3.32985 0.32262 -0.075 -0.034 0.064 -0.5165
H -3.61502 -0.71182 -0.11642 -0.004 0.011 0.008 0.2773
H -5.91132 -0.80584 0.74844 -0.003 -0.006 0.005 0.4484
H -7.44378 1.10161 0.42039 -0.003 -0.001 0.004 0.4232
H -6.66605 3.12882 -0.75926 -0.004 0.002 -0.003 0.4458
H -4.37137 3.26342 -1.60372 0.006 -0.010 -0.004 0.4812
H -3.74040 1.80411 -4.10841 0.006 0.003 0.015 0.4292
H -3.47595 1.29347 -6.49203 -0.002 -0.001 -0.006 0.4570
H -1.42572 0.17850 -7.30821 0.003 -0.001 0.000 0.4415
H 0.38690 -0.38961 -5.72750 -0.001 -0.003 0.000 0.4674
H 0.15939 0.14502 -3.33806 -0.030 0.001 -0.027 0.4321
H 0.32695 2.96199 -2.70641 0.002 0.015 0.001 0.3804
H 1.75311 4.74219 -1.76955 0.005 0.003 -0.008 0.5089
H 1.30170 5.62917 0.49103 0.003 0.005 0.006 0.4618
H -0.58080 4.74241 1.82279 -0.006 0.004 0.005 0.4949
H -2.02096 2.96608 0.89677 0.004 0.007 0.002 0.4426
```
Positions in Å, forces in eV/Å.


[2]
# C5H9F

An isolated molecule of C5H9F in a non-equilibrium geometry (the ωB97M-V functional and the def2-TZVPD basis, the OMol25 dataset).

- E_LUMO: 1.00 eV
- SMILES: CC/C(C)=C/F
- Energy relative to the best compared isomer or geometry (same formula, charge and spin): 27.0 kcal/mol
- Maximum force: 0.115 hartree/bohr

Structure (XYZ):
```
15
Properties=species:S:1:pos:R:3:forces:R:3:mulliken_charge:R:1
C 0.59256 1.17702 -1.27570 2.355 0.460 -2.573 -0.9067
C 0.25271 0.95725 0.15868 2.375 0.798 0.026 -0.6268
C -0.29477 -0.28788 0.54439 -4.298 -3.708 1.673 0.5812
C 0.51359 -1.52850 0.37852 0.057 -1.548 0.486 -1.0027
C -1.61098 -0.40494 0.93890 0.489 2.272 -0.987 -0.2442
H -0.26965 1.41104 -1.97250 0.875 -0.769 0.872 0.2679
H 1.31917 0.37518 -1.69793 -1.596 1.079 0.408 0.2762
H 1.26096 2.09817 -1.33079 -0.918 -0.895 0.066 0.2728
H -0.42099 1.70276 0.36155 -1.518 2.090 1.155 0.3397
H 1.18358 1.08422 0.74512 -0.332 0.351 -0.122 0.2588
H 0.99108 -1.36763 -0.61574 -0.122 -1.014 0.656 0.2632
H 1.32963 -1.71899 1.17119 -1.161 0.623 -1.162 0.2411
H -0.20609 -2.43978 0.44509 1.523 1.428 -0.530 0.2653
H -2.33029 0.49529 0.98929 1.330 -1.491 -0.007 0.2686
F -2.31052 -1.55322 1.15993 0.941 0.324 0.040 -0.2543
```
Positions in Å, forces in eV/Å.


[3]
# C4H6N2O

An isolated molecule of C4H6N2O in a non-equilibrium geometry (the ωB97M-V functional and the def2-TZVPD basis, the OMol25 dataset).

- E_LUMO: 0.61 eV
- SMILES: [H]/N=C(\C#N)OCC
- Energy relative to the best compared isomer or geometry (same formula, charge and spin): 41.0 kcal/mol
- Maximum force: 0.021 hartree/bohr

Structure (XYZ):
```
13
Properties=species:S:1:pos:R:3:forces:R:3:mulliken_charge:R:1
C 0.78247 0.81065 -1.27534 -0.008 -0.012 -0.077 -0.9649
C 1.27970 0.35943 0.08847 0.210 0.192 -0.068 -0.2806
O 0.43504 -0.56608 0.79037 -0.159 -0.279 -0.034 -0.3506
C -0.89053 -0.48932 0.79424 -0.168 0.114 -0.117 0.7702
N -1.60164 0.50668 0.47156 0.163 -0.378 0.159 -0.6541
C -1.38201 -1.80518 1.21396 -0.413 -0.969 0.268 0.0945
N -1.71632 -2.87035 1.51126 0.162 1.014 -0.235 -0.3689
H -0.28572 1.02688 -1.26285 0.245 0.040 -0.025 0.3259
H 1.30309 1.73499 -1.53994 0.015 -0.156 -0.051 0.3315
H 0.98730 0.05814 -2.04175 -0.045 0.085 0.100 0.2839
H 1.49380 1.19698 0.75502 -0.176 0.036 -0.051 0.3113
H 2.18618 -0.23788 -0.01082 0.099 0.280 -0.020 0.2599
H -2.59136 0.27507 0.50582 0.074 0.033 0.149 0.2420
```
Positions in Å, forces in eV/Å.


[4]
# C14H56N28O14

A cluster of 14 separate species, C14H56N28O14 in total in a non-equilibrium geometry (the ωB97M-V functional and the def2-TZVPD basis, the OMol25 dataset).

- E_LUMO: -0.13 eV
- Energy relative to the best compared isomer or geometry (same formula, charge and spin): 57.5 kcal/mol
- Maximum force: 0.067 hartree/bohr

Structure (XYZ):
```
112
Properties=species:S:1:pos:R:3:forces:R:3:mulliken_charge:R:1
C -1.75846 0.02870 4.41859 2.384 1.613 0.246 0.3619
O -0.96439 -0.13912 5.33776 -1.493 -0.998 0.082 -0.6244
N -2.90607 -0.67514 4.16466 0.287 -0.740 0.913 -0.0565
N -1.49084 0.95840 3.47976 -1.078 0.924 -2.023 0.1831
H -3.21048 -1.13063 5.01062 -0.553 -0.174 -0.359 0.2602
H -3.53938 -0.28961 3.49525 -0.323 -0.075 0.090 0.0296
H -0.70593 1.59226 3.47583 0.327 -0.364 0.670 0.0065
H -2.16315 1.13463 2.72340 0.560 -0.213 0.734 0.1124
C 4.47268 0.45352 -2.17260 -0.057 -1.556 -0.461 0.2425
O 4.64591 0.63336 -0.98541 -0.133 0.374 -0.326 -0.5634
N 5.42616 -0.12671 -3.02240 0.151 0.712 0.573 -0.4992
N 3.27884 0.51730 -2.86303 -0.234 0.299 0.978 0.1461
H 4.99909 -0.70818 -3.72017 0.329 -0.157 -0.201 0.2192
H 6.24331 -0.47338 -2.54471 -0.026 -0.013 -0.145 0.2656
H 2.44779 0.74003 -2.33515 0.149 0.455 -0.099 -0.1721
H 3.28569 0.79013 -3.83233 -0.209 -0.164 -0.075 0.2964
C 2.27870 -1.72085 2.95788 1.245 -0.293 0.026 0.5271
O 1.69615 -1.06823 3.81178 -0.554 -0.706 -0.132 -0.5264
N 2.80727 -1.12562 1.85321 -0.210 0.809 -0.380 -0.1289
N 2.59245 -3.06606 3.03216 -0.358 1.119 -0.258 -0.3187
H 2.60927 -0.14535 1.72405 -0.063 -0.008 0.029 -0.0164
H 3.33726 -1.54763 1.11236 0.036 -0.321 0.193 0.2063
H 2.35692 -3.59974 3.84291 0.044 -0.096 -0.042 0.2127
H 3.03771 -3.44582 2.21539 -0.109 -0.676 0.197 0.1228
C 0.92299 4.97190 1.79193 -0.977 -0.348 0.138 0.6891
O 0.44017 4.60959 2.86414 0.502 0.303 -0.249 -0.6970
N 1.21190 4.09934 0.78721 -0.151 1.184 1.051 -0.0237
N 1.10212 6.29602 1.51240 0.121 0.519 0.160 -0.4349
H 1.18245 3.12512 1.06462 0.075 -0.063 -1.135 0.1573
H 1.60937 4.52765 -0.02697 0.268 -0.922 -0.353 0.1697
H 0.82366 6.94314 2.22664 -0.014 -0.043 0.009 0.2479
H 1.42932 6.67328 0.64338 0.031 -0.187 -0.064 0.1394
C 1.67273 2.14485 4.84255 -0.178 1.174 1.506 0.3686
O 1.43434 1.37434 5.76535 0.523 -0.032 -0.971 -0.6138
N 1.46631 1.89839 3.51952 -0.667 -2.667 0.523 0.0654
N 2.10006 3.41235 5.10819 0.593 0.543 -0.368 -0.3606
H 1.72905 2.41256 2.70963 0.402 0.408 0.304 0.1089
H 1.38321 0.87950 3.44833 -0.017 0.331 -0.562 -0.0115
H 2.01082 4.10884 4.38838 -0.093 0.167 0.204 0.1608
H 2.25201 3.66689 6.06429 -0.201 0.030 0.018 0.2294
C 0.82878 2.96246 -4.70031 -0.752 0.471 -0.931 0.3810
O 0.77815 2.14335 -3.78133 0.203 -0.464 -0.109 -0.4076
N 0.29925 4.18859 -4.56769 -0.032 0.575 0.456 -0.3087
N 1.29263 2.68638 -5.96430 0.275 -1.419 0.781 -0.3552
H -0.26640 4.36863 -3.74198 -0.010 0.251 0.012 0.2060
H 0.20807 4.80492 -5.35246 -0.035 0.004 -0.030 0.1755
H 1.61881 1.73491 -6.07620 0.259 0.113 -0.119 0.1914
H 1.45532 3.34504 -6.69836 -0.072 0.262 0.152 0.1774
C 1.95970 -1.31241 -5.19919 2.300 -0.443 0.158 0.6234
O 2.51137 -0.26459 -5.53921 -1.103 0.137 -0.155 -0.7046
N 0.93891 -1.46223 -4.32703 -0.121 0.939 -0.606 0.0858
N 2.53651 -2.50239 -5.56523 -0.642 -0.426 0.055 -0.4508
H 0.41559 -0.62182 -4.12747 -0.135 -0.214 0.338 -0.0978
H 0.66149 -2.38146 -4.04319 -0.350 0.154 0.273 0.1892
H 3.43131 -2.53016 -6.01405 -0.043 0.203 -0.096 0.2273
H 2.11494 -3.36085 -5.26044 0.256 -0.159 -0.110 0.1414
C -4.50421 0.61146 1.13803 2.421 0.152 -0.117 0.7104
O -3.42403 1.14157 1.44290 -1.484 0.011 -0.212 -0.7226
N -4.72674 0.23183 -0.14664 -0.743 0.032 -0.096 -0.3731
N -5.47078 0.23845 2.00608 -1.049 -0.113 0.024 -0.5110
H -3.96100 0.30736 -0.79648 0.075 -0.233 0.015 0.0636
H -5.41612 -0.48661 -0.28619 0.106 -0.012 -0.392 0.2367
H -5.50433 0.54343 2.96328 0.339 0.303 -0.086 0.2430
H -6.37163 0.10590 1.57513 -0.112 -0.137 0.312 0.1743
C -1.86300 -3.91761 4.28666 2.291 0.847 2.429 0.5447
O -2.79885 -3.74326 3.53069 -0.379 -0.558 -0.506 -0.6535
N -0.73721 -3.14216 4.35734 -0.604 0.460 -1.669 0.1029
N -1.76758 -4.81612 5.33305 -1.491 -0.758 -1.123 -0.4363
H 0.10148 -3.42293 4.82281 -0.024 0.149 0.195 0.2169
H -0.69830 -2.29848 3.81062 0.227 0.052 0.127 -0.2922
H -2.58030 -5.37233 5.52871 0.200 -0.171 0.209 0.2362
H -1.00487 -4.74471 5.97377 -0.190 -0.032 0.278 0.1347
C -1.70890 -4.04423 0.04379 0.922 -1.127 -0.391 0.6797
O -1.55122 -4.39145 -1.14346 -0.113 0.954 0.423 -0.8404
N -2.50305 -3.06474 0.47658 -1.083 0.981 -1.609 -0.1567
N -1.01268 -4.60322 1.04333 0.667 -0.827 0.635 -0.2415
H -2.80211 -2.95416 1.43197 0.114 0.066 0.213 0.1975
H -2.89502 -2.57185 -0.31355 -0.601 0.281 0.582 -0.0157
H -1.47689 -4.66334 1.93571 0.372 0.117 0.218 0.1440
H -0.24089 -5.20710 0.81669 -0.223 -0.255 0.010 0.1877
C 2.51946 -3.25990 -0.60232 -0.685 1.222 0.966 0.0987
O 2.60137 -4.26708 0.09406 0.240 -0.023 -0.504 -0.7333
N 3.56895 -2.66967 -1.24592 0.596 -1.155 -0.014 -0.1316
N 1.40523 -2.47226 -0.63071 0.114 -0.978 -0.447 0.7365
H 3.44789 -1.86365 -1.83429 0.092 -0.010 -0.130 0.0695
H 4.35043 -3.29506 -1.35986 0.170 0.378 -0.249 0.2157
H 0.72810 -2.65492 0.08907 -0.227 0.310 -0.152 -0.2427
H 1.42940 -1.63208 -1.18053 -0.422 0.259 0.331 -0.1155
C 0.18546 0.57634 0.07329 -0.321 -0.059 0.351 -0.2551
O 0.98464 1.31113 0.64681 0.319 -0.359 -0.075 -0.7158
N -0.55520 -0.38634 0.68242 0.060 -0.115 -0.539 1.9312
N -0.06948 0.65500 -1.27289 0.965 -0.040 1.152 1.5781
H -1.33650 -0.71232 0.14222 -0.115 -0.474 0.375 -0.5097
H -0.39207 -0.72703 1.61242 -0.007 0.482 0.199 -0.6812
H -0.81364 0.04044 -1.60139 0.307 0.925 -0.488 -0.9564
H 0.34347 1.47962 -1.68155 -0.445 -0.174 -0.744 -0.1116
C -2.16518 4.23042 -1.64765 -0.490 0.759 -0.952 0.6837
O -1.53099 4.91972 -2.45483 0.011 -0.204 0.527 -0.8276
N -2.87305 4.76917 -0.63771 -0.580 0.145 0.880 -0.3193
N -2.29917 2.88071 -1.83512 0.346 0.805 -0.257 -0.3156
H -3.01542 5.75711 -0.53824 0.447 0.080 -0.336 0.2307
H -3.41601 4.21659 0.00207 0.146 -0.272 -0.068 0.1176
H -1.51618 2.61843 -2.42323 -0.206 -0.937 0.354 -0.0972
H -2.61481 2.34278 -1.04519 0.484 -0.449 -0.014 0.2904
C -2.12645 -1.27306 -2.98244 0.272 -1.331 -1.738 0.3081
O -2.29090 -0.77783 -1.86102 -0.491 -0.422 -0.337 -0.7278
N -2.13098 -0.59305 -4.15537 -0.450 1.816 0.637 -0.3315
N -1.86108 -2.56925 -3.26821 0.240 -0.798 2.133 -0.2182
H -2.01426 -1.10586 -5.00379 -0.113 0.277 -0.315 0.1588
H -2.49140 0.34865 -4.14813 0.110 -0.056 -0.307 0.2265
H -1.68817 -3.23081 -2.49364 -0.217 -0.050 -0.056 0.2142
H -1.77661 -2.92002 -4.20010 -0.116 0.129 -0.165 0.2460
```
Positions in Å, forces in eV/Å.